Molecular formula: C28H36NO3S2
Method: DFT, ωB97M-V with the def2-TZVPD basis set

Each line ends with the Löwdin charge.
Cartesian coordinates (Å):
C  -3.34  -4.01  5.09  0.024
C  -2.74  -5.16  4.41  -0.128
C  -2.18  -4.85  2.93  -0.150
C  -2.77  -5.51  1.65  0.013
C  -2.16  -5.09  0.26  0.021
C  -1.02  -4.06  0.11  -0.052
C  -0.45  -3.45  1.45  -0.083
C  -1.00  -3.82  2.85  0.026
C  0.74  -2.39  1.40  -0.292
O  1.34  -2.01  2.45  0.008
C  1.13  -1.79  -0.02  -0.042
C  2.14  -0.59  0.01  0.031
C  2.50  0.04  -1.36  -0.012
C  1.93  -0.42  -2.74  -0.146
C  2.40  0.40  -4.02  -0.166
C  1.29  1.38  -4.64  -0.194
C  1.26  2.84  -3.92  -0.161
C  0.88  2.74  -2.36  -0.225
N  0.00  3.85  -1.85  -0.189
C  -1.29  3.32  -1.27  -0.265
C  -2.49  3.24  -2.33  -0.175
C  -3.80  2.51  -1.68  -0.245
C  -3.94  2.75  -0.10  -0.156
C  0.73  4.38  -0.65  -1.020
S  1.29  5.96  -0.69  0.665
S  0.92  3.24  0.84  0.826
C  1.75  4.16  2.22  -0.489
C  3.02  3.36  2.85  -0.298
C  2.61  2.00  3.61  -0.138
C  0.97  -1.64  -2.73  0.065
C  0.56  -2.34  -1.39  -0.033
C  -0.42  -3.59  -1.30  -0.269
O  -0.77  -4.24  -2.33  0.027
H  -4.47  -3.92  5.20  0.084
H  -2.59  -3.22  5.45  0.079
H  -2.71  -6.20  4.85  0.102
H  -3.62  -6.26  1.69  0.107
H  -2.63  -5.57  -0.66  0.113
H  -0.60  -3.35  3.80  0.118
H  2.57  -0.17  1.00  0.097
H  3.21  0.94  -1.34  0.106
H  2.67  -0.38  -4.84  0.125
H  3.35  0.95  -3.75  0.118
H  0.21  0.99  -4.58  0.111
H  1.51  1.60  -5.75  0.119
H  2.36  3.21  -3.97  0.113
H  0.65  3.61  -4.52  0.118
H  0.36  1.74  -2.19  0.113
H  1.89  2.73  -1.79  0.097
H  -1.19  2.28  -0.79  0.103
H  -1.59  4.09  -0.46  0.120
H  -2.81  4.26  -2.75  0.119
H  -2.24  2.60  -3.26  0.108
H  -3.70  1.36  -1.82  0.106
H  -4.77  2.87  -2.17  0.104
H  -3.09  2.25  0.50  0.071
H  -4.94  2.38  0.32  0.075
H  -3.87  3.87  0.18  0.083
H  2.16  5.16  1.85  0.050
H  1.01  4.31  3.09  0.090
H  3.81  3.14  2.03  0.109
H  3.50  4.11  3.57  0.113
H  2.86  1.06  2.99  0.057
H  1.54  2.01  3.99  0.077
H  3.28  1.93  4.55  0.079
H  0.54  -2.01  -3.74  0.125
O  1.97  -6.09  1.67  0.340
H  2.67  -6.04  2.35  0.207
H  2.34  -6.03  0.76  0.207
H  1.27  -5.41  1.82  0.162

## Properties
- HOMO: -10.11 eV
- Net charge: +1
- E_tot: -58900.0473 eV
- Multiplicity: 1

Molecular formula: C38H76F3N6O9
Method: DFT, ωB97M-V with the def2-TZVPD basis set

Each line ends with the Löwdin charge.
Cartesian coordinates (Å):
C  -2.85  0.99  -5.66  -0.048
C  -1.36  0.72  -5.48  -0.241
O  -0.78  1.59  -4.49  -0.155
C  -0.53  1.00  -3.24  -0.178
C  1.00  0.86  -3.03  -0.054
N  1.55  1.63  -1.91  0.091
C  1.56  1.40  -0.57  -0.273
N  1.02  0.39  0.10  0.143
C  0.13  -0.68  -0.33  -0.092
C  -1.31  -0.45  0.13  -0.358
O  -1.79  0.82  -0.27  -0.018
C  -1.44  -0.66  1.62  -0.235
N  -2.83  -0.75  2.06  0.045
N  2.27  2.36  0.07  0.228
C  2.69  3.20  -0.84  -0.340
N  3.48  4.30  -0.52  0.161
N  2.25  2.82  -2.09  0.152
C  2.41  3.44  -3.39  -0.670
F  3.15  2.70  -4.18  0.205
F  2.99  4.60  -3.21  0.211
F  1.25  3.61  -3.94  0.242
H  -3.43  0.08  -5.75  0.077
H  -3.21  1.58  -4.82  0.061
H  -3.01  1.61  -6.55  0.076
H  -1.13  -0.32  -5.24  0.097
H  -0.83  0.94  -6.40  0.116
H  -0.99  0.01  -3.18  0.127
H  -0.94  1.63  -2.45  0.121
H  1.33  -0.17  -2.90  0.131
H  1.47  1.20  -3.95  0.113
H  1.27  0.40  1.08  0.144
H  0.48  -1.60  0.15  0.125
H  0.21  -0.85  -1.40  0.102
H  -1.92  -1.21  -0.37  0.162
H  -1.53  1.46  0.39  0.097
H  -0.92  -1.58  1.91  0.092
H  -0.92  0.16  2.14  0.113
H  -3.49  -0.39  1.38  0.080
H  -2.98  -0.22  2.91  0.057
H  2.95  5.17  -0.54  0.115
H  4.26  4.41  -1.15  0.097
C  -4.09  3.00  5.95  -0.160
C  -3.37  3.85  4.90  -0.160
C  -2.95  2.80  3.89  -0.212
O  -3.95  1.78  3.93  -0.163
C  -4.79  1.97  5.07  -0.189
H  -4.78  3.56  6.57  0.116
H  -3.36  2.51  6.60  0.109
H  -4.07  4.56  4.45  0.117
H  -2.53  4.41  5.30  0.113
H  -1.98  2.36  4.15  0.093
H  -2.89  3.19  2.87  0.115
H  -5.77  2.34  4.73  0.121
H  -4.94  1.01  5.56  0.119
C  0.02  0.27  6.76  -0.152
C  0.64  1.14  5.67  -0.154
C  1.12  0.09  4.68  -0.205
O  0.21  -1.01  4.78  -0.179
C  -0.62  -0.84  5.94  -0.188
H  -0.70  0.80  7.38  0.113
H  0.80  -0.13  7.41  0.118
H  -0.12  1.77  5.21  0.090
H  1.45  1.78  6.02  0.117
H  2.13  -0.26  4.92  0.116
H  1.12  0.45  3.64  0.098
H  -1.63  -0.57  5.62  0.118
H  -0.67  -1.80  6.47  0.123
C  -2.25  -4.34  4.66  -0.160
C  -1.62  -3.45  3.59  -0.188
C  -1.15  -4.48  2.58  -0.207
O  -2.07  -5.58  2.65  -0.130
C  -2.90  -5.43  3.81  -0.199
H  -2.97  -3.82  5.29  0.110
H  -1.48  -4.77  5.30  0.114
H  -2.38  -2.81  3.14  0.088
H  -0.80  -2.82  3.94  0.075
H  -0.15  -4.84  2.82  0.110
H  -1.14  -4.10  1.55  0.114
H  -3.90  -5.14  3.49  0.118
H  -2.96  -6.39  4.32  0.117
C  6.98  2.10  -1.55  -0.161
C  5.59  1.47  -1.67  -0.185
C  5.93  0.02  -2.01  -0.207
O  7.18  -0.24  -1.38  -0.129
C  7.77  0.97  -0.91  -0.192
H  7.00  3.02  -0.96  0.110
H  7.37  2.33  -2.55  0.118
H  5.08  1.51  -0.70  0.107
H  4.95  1.93  -2.42  0.088
H  6.05  -0.11  -3.09  0.121
H  5.19  -0.69  -1.65  0.115
H  7.69  1.01  0.18  0.121
H  8.82  0.98  -1.19  0.122
C  -7.28  2.41  -2.32  -0.167
C  -6.92  3.75  -2.97  -0.167
C  -5.49  3.50  -3.42  -0.209
O  -5.40  2.11  -3.72  -0.163
C  -6.56  1.43  -3.24  -0.200
H  -8.35  2.22  -2.26  0.113
H  -6.86  2.36  -1.31  0.112
H  -7.56  3.93  -3.84  0.115
H  -7.01  4.60  -2.30  0.111
H  -4.78  3.73  -2.61  0.114
H  -5.21  4.07  -4.30  0.117
H  -7.19  1.15  -4.09  0.119
H  -6.25  0.51  -2.73  0.116
C  3.07  -2.12  -6.75  -0.163
C  2.10  -3.28  -7.01  -0.161
C  0.94  -2.91  -6.09  -0.194
O  0.91  -1.48  -6.04  -0.173
C  2.11  -0.95  -6.61  -0.203
H  3.79  -1.97  -7.55  0.115
H  3.62  -2.28  -5.82  0.112
H  1.78  -3.28  -8.05  0.118
H  2.52  -4.26  -6.78  0.116
H  1.09  -3.30  -5.08  0.116
H  -0.02  -3.27  -6.46  0.120
H  1.87  -0.51  -7.58  0.122
H  2.49  -0.16  -5.96  0.103
C  4.52  -3.77  2.59  -0.162
C  3.49  -2.91  3.32  -0.165
C  2.30  -3.00  2.38  -0.217
O  2.37  -4.28  1.75  -0.143
C  3.65  -4.88  2.01  -0.192
H  5.31  -4.16  3.23  0.115
H  4.99  -3.20  1.78  0.112
H  3.24  -3.36  4.28  0.120
H  3.82  -1.89  3.49  0.106
H  2.36  -2.22  1.60  0.103
H  1.35  -2.91  2.90  0.096
H  3.51  -5.69  2.73  0.122
H  4.04  -5.29  1.08  0.118

## Properties
- HOMO: -10.60 eV
- Net charge: +1
- E_tot: -76149.8261 eV
- Multiplicity: 1

Molecular formula: CH4Cl2SSi
Method: DFT, ωB97M-V with the def2-TZVPD basis set

Each line ends with the Löwdin charge.
Cartesian coordinates (Å):
C  0.46  0.59  0.85  -1.219
Si  -0.90  0.12  -0.67  0.360
S  0.49  -1.06  -1.95  0.379
Cl  -0.38  1.61  2.01  0.526
Cl  0.92  -0.98  1.67  0.377
H  1.34  0.96  0.32  0.015
H  -1.42  -1.08  -0.22  -0.107
H  -1.72  1.21  -1.14  -0.085
H  1.21  -1.38  -0.87  -0.247

## Properties
- HOMO (spin up / spin down): -4.71 / -9.74 eV
- Energy above the lowest of the compared OMol25 structures with the same formula, charge and spin: 191.5 kJ/mol
- E_tot: -44853.7425 eV
- Multiplicity: 3

Molecular formula: C4H4BrN2O2
Method: DFT, ωB97M-V with the def2-TZVPD basis set

Each line ends with the Löwdin charge.
Cartesian coordinates (Å):
C  0.30  -1.07  -1.81  -0.665
C  -0.32  1.35  0.77  -0.365
C  0.76  -0.87  -0.10  -0.068
C  -0.96  0.08  0.70  -0.628
N  1.18  1.37  0.54  0.005
N  1.58  0.23  0.15  -0.050
O  0.82  -2.11  -2.24  -0.055
O  -0.40  -0.19  -2.29  -0.031
Br  -1.44  -0.80  2.35  0.562
H  -0.72  2.20  0.14  0.126
H  -0.27  1.83  1.73  0.070
H  0.99  -1.85  0.20  0.070
H  -1.52  -0.18  -0.15  0.027

## Properties
- HOMO: -4.48 eV
- Net charge: -1
- Energy above the lowest of the compared OMol25 structures with the same formula, charge and spin: 37.4 kJ/mol
- E_tot: -81329.0260 eV
- Multiplicity: 1

Molecular formula: C4H9NO2
Method: DFT, ωB97M-V with the def2-TZVPD basis set

Each line ends with the Löwdin charge.
Cartesian coordinates (Å):
O  -1.19  -0.84  -2.69  0.073
C  -1.05  -0.89  -1.50  -0.215
C  0.05  -0.14  -0.75  -0.341
C  -0.54  0.46  0.52  -0.407
C  0.41  1.46  1.18  -0.043
O  -0.86  -0.57  1.46  -0.050
N  1.08  -1.10  -0.40  0.063
H  -1.73  -1.49  -0.86  0.136
H  0.38  0.66  -1.42  0.147
H  -1.48  0.97  0.32  0.144
H  -0.12  1.95  2.00  0.081
H  0.78  2.19  0.47  0.081
H  1.25  0.92  1.62  0.078
H  -0.28  -1.32  1.27  0.074
H  1.91  -0.68  0.01  0.086
H  1.40  -1.58  -1.23  0.092

## Properties
- HOMO: -9.80 eV
- Energy above the lowest of the compared OMol25 structures with the same formula, charge and spin: 149.3 kJ/mol
- E_tot: -9878.5129 eV
- Multiplicity: 1
- SMILES string: C[C@H](O)[C@@H](N)C=O

Molecular formula: C19H19N3O3S
Method: DFT, ωB97M-V with the def2-TZVPD basis set

Each line ends with the Löwdin charge.
Cartesian coordinates (Å):
C  4.33  -0.82  -3.10  -0.066
C  3.57  -0.33  -4.36  -0.135
C  2.37  0.45  -3.97  -0.059
C  1.35  0.13  -3.19  -0.142
N  1.04  -1.10  -2.58  0.136
C  0.57  -2.02  -3.22  -0.763
S  0.07  -3.29  -3.95  0.856
C  0.62  1.36  -2.81  -0.378
O  0.03  1.55  -1.79  0.127
O  0.99  2.33  -3.68  0.171
C  2.00  1.80  -4.50  -0.340
O  2.26  2.26  -5.55  0.240
H  4.21  -1.88  -2.93  0.075
H  3.98  -0.30  -2.21  0.074
H  5.39  -0.60  -3.19  0.080
H  4.24  0.35  -4.87  0.124
H  3.31  -1.18  -4.99  0.129
C  -3.05  -2.20  -1.97  0.043
N  -2.62  -1.52  -0.72  -0.060
C  -3.05  -1.96  0.47  0.021
C  -2.63  -1.36  1.64  0.055
C  -1.73  -0.30  1.58  -0.121
C  -1.31  0.15  0.33  0.061
C  -1.77  -0.48  -0.80  0.021
C  -1.22  0.35  2.82  -0.121
C  0.14  0.41  3.07  0.061
C  0.60  1.04  4.20  0.030
N  -0.26  1.61  5.07  -0.073
C  -1.58  1.55  4.85  0.024
C  -2.09  0.93  3.74  0.061
C  0.24  2.33  6.26  0.056
H  -4.14  -2.18  -2.04  0.117
H  -2.69  -3.22  -1.96  0.106
H  -2.61  -1.66  -2.80  0.091
H  -3.74  -2.80  0.46  0.159
H  -2.99  -1.75  2.58  0.142
H  -0.62  0.98  0.22  0.125
H  -1.46  -0.17  -1.79  0.122
H  0.86  -0.04  2.40  0.146
H  1.65  1.12  4.44  0.155
H  -2.22  2.03  5.59  0.161
H  -3.16  0.91  3.59  0.145
H  -0.20  1.89  7.15  0.117
H  -0.04  3.38  6.18  0.119
H  1.32  2.24  6.30  0.106

## Properties
- HOMO: -14.59 eV
- Net charge: +2
- E_tot: -41443.8364 eV
- Multiplicity: 1

Molecular formula: C43H43GaN6OS3Se
Method: DFT, ωB97M-V with the def2-TZVPD basis set

Each line ends with the Löwdin charge.
Cartesian coordinates (Å):
Ga  -12.65  4.56  -17.15  0.393
C  -13.80  7.37  -15.13  -0.199
C  -12.65  7.01  -14.24  -0.153
C  -11.75  5.78  -14.61  -0.211
N  -12.55  4.71  -15.20  0.011
C  -13.30  3.90  -14.54  -0.099
C  -13.15  3.77  -13.10  -0.003
C  -13.78  3.12  -12.10  -0.025
C  -15.05  2.46  -11.84  -0.051
C  -15.98  1.97  -12.69  -0.007
C  -16.05  1.92  -14.20  -0.212
C  -14.32  3.13  -15.42  -0.350
N  -13.79  3.12  -16.77  -0.001
C  -14.57  2.42  -17.79  -0.207
C  -13.78  1.99  -19.03  -0.131
C  -12.44  2.69  -19.24  -0.222
N  -12.41  4.12  -19.03  -0.012
C  -12.77  5.07  -19.87  -0.159
C  -12.83  4.84  -21.28  -0.002
C  -13.16  5.66  -22.31  -0.081
C  -13.53  6.99  -22.28  -0.109
C  -13.51  7.79  -21.21  -0.093
C  -13.23  7.55  -19.89  -0.021
C  -12.88  6.41  -19.21  -0.187
N  -12.61  6.37  -17.88  0.014
C  -12.35  7.63  -17.19  -0.234
C  -13.50  8.20  -16.41  -0.153
H  -14.56  7.89  -14.58  0.105
H  -14.30  6.44  -15.41  0.096
H  -13.06  6.75  -13.23  0.129
H  -11.98  7.86  -14.16  0.112
H  -11.33  5.46  -13.69  0.092
H  -10.87  5.97  -15.26  0.042
H  -12.31  4.27  -12.72  0.072
H  -13.22  3.29  -11.16  0.114
H  -15.24  2.29  -10.79  0.100
H  -16.79  1.50  -12.19  0.079
H  -16.71  1.06  -14.46  0.024
H  -15.46  3.00  -18.09  0.098
H  -14.95  1.47  -17.38  0.113
H  -14.50  2.12  -19.85  0.118
H  -13.56  0.95  -18.86  0.109
H  -12.04  2.44  -20.25  0.103
H  -11.67  2.30  -18.50  0.108
H  -12.46  3.82  -21.51  0.110
H  -13.15  5.19  -23.31  0.125
H  -13.77  7.44  -23.25  0.111
H  -13.84  8.80  -21.39  0.115
H  -13.45  8.39  -19.27  0.103
H  -11.86  8.34  -17.87  0.111
H  -11.52  7.44  -16.49  0.087
H  -14.42  8.26  -17.02  0.125
H  -13.31  9.17  -16.01  0.103
O  -15.55  3.93  -15.26  -0.017
C  -16.70  3.12  -14.88  -0.409
C  -17.62  3.90  -13.98  -0.483
C  -17.42  5.10  -13.39  -0.095
C  -18.53  5.39  -12.52  -0.202
C  -19.52  4.48  -12.54  -0.408
S  -19.11  3.16  -13.56  1.082
C  -17.41  2.71  -16.18  -0.449
C  -17.61  1.48  -16.74  -0.141
C  -18.24  1.52  -17.96  -0.197
C  -18.53  2.78  -18.42  -0.404
S  -18.01  3.94  -17.26  1.036
C  -14.70  1.79  -14.88  -0.141
C  -14.03  0.68  -15.05  -0.058
C  -14.20  -0.68  -14.53  -0.198
C  -15.25  -1.34  -13.96  -0.695
S  -16.93  -1.12  -13.69  0.466
H  -16.58  5.77  -13.65  0.120
H  -18.49  6.29  -11.91  0.102
H  -20.46  4.58  -12.02  0.069
H  -17.50  0.56  -16.12  0.113
H  -18.46  0.66  -18.59  0.105
H  -18.88  3.07  -19.40  0.060
H  -13.05  0.75  -15.52  0.115
H  -13.30  -1.31  -14.61  0.076
H  -14.89  -2.29  -13.59  0.017
C  -9.29  3.44  -20.14  -0.031
N  -9.31  4.82  -19.73  -0.033
C  -9.42  5.21  -18.42  -0.725
Se  -9.59  4.16  -16.92  0.774
N  -9.41  6.53  -18.43  0.120
C  -9.37  7.07  -19.70  -0.193
C  -9.50  8.37  -20.11  0.000
C  -9.49  8.55  -21.48  -0.046
C  -9.29  7.43  -22.35  -0.065
C  -9.24  6.14  -21.90  -0.013
C  -9.33  5.98  -20.55  -0.146
H  -9.67  2.85  -19.30  0.040
H  -8.29  3.09  -20.34  0.098
H  -9.95  3.25  -20.96  0.081
H  -9.67  6.98  -17.55  0.149
H  -9.72  9.12  -19.38  0.112
H  -9.63  9.49  -21.96  0.097
H  -9.12  7.58  -23.39  0.100
H  -9.11  5.31  -22.58  0.120

## Properties
- HOMO: -5.48 eV
- Energy above the lowest of the compared OMol25 structures with the same formula, charge and spin: 441.6 kJ/mol
- E_tot: -206501.8354 eV
- Multiplicity: 1